{"formula": "C37H27Cl5I2N5O2P2Pb", "method": "ωB97M-V with the def2-TZVPD basis set", "species": ["Pb", "O", "P", "C", "P", "O", "C", "C", "C", "C", "C", "C", "C", "C", "C", "C", "C", "C", "C", "C", "C", "C", "C", "C", "C", "C", "C", "C", "C", "C", "H", "H", "H", "H", "H", "H", "H", "H", "H", "H", "H", "H", "H", "H", "H", "H", "H", "H", "H", "H", "H", "H", "Cl", "C", "C", "C", "Cl", "C", "Cl", "C", "Cl", "C", "Cl", "N", "C", "N", "C", "N", "C", "C", "N", "C", "C", "N", "H", "H", "H", "H", "H", "I", "I"], "positions_angstrom": [[13.427, 10.711, 11.226], [14.704, 11.668, 16.004], [13.296, 12.012, 16.655], [12.172, 12.934, 15.491], [11.788, 12.025, 13.906], [13.038, 11.182, 13.412], [10.442, 10.870, 14.181], [9.285, 11.313, 14.776], [8.337, 10.344, 15.087], [8.559, 9.017, 14.867], [9.740, 8.564, 14.178], [10.696, 9.493, 13.861], [11.327, 13.223, 12.706], [11.922, 14.486, 12.588], [11.695, 15.331, 11.499], [10.823, 14.871, 10.523], [10.233, 13.596, 10.611], [10.517, 12.757, 11.641], [13.634, 13.004, 18.091], [13.756, 14.396, 17.901], [14.119, 15.219, 18.907], [14.267, 14.658, 20.176], [14.177, 13.258, 20.395], [13.872, 12.424, 19.317], [12.582, 10.424, 17.047], [13.165, 9.238, 16.550], [12.464, 8.045, 16.703], [11.240, 8.024, 17.319], [10.652, 9.186, 17.747], [11.340, 10.365, 17.733], [12.595, 13.924, 15.319], [11.182, 12.948, 15.895], [9.057, 12.358, 15.035], [7.450, 10.667, 15.515], [7.793, 8.319, 15.263], [9.859, 7.482, 14.052], [11.673, 9.274, 13.387], [12.534, 14.819, 13.446], [12.141, 16.282, 11.488], [10.698, 15.563, 9.712], [9.621, 13.337, 9.748], [10.074, 11.779, 11.693], [13.482, 14.763, 16.922], [14.083, 16.251, 18.593], [14.340, 15.300, 21.043], [14.298, 12.816, 21.384], [13.773, 11.340, 19.399], [14.101, 9.223, 16.043], [12.891, 7.055, 16.474], [10.727, 7.054, 17.528], [9.677, 9.052, 18.171], [10.900, 11.288, 18.110], [15.142, 13.936, 14.295], [16.300, 13.323, 15.403], [16.027, 12.181, 16.136], [16.923, 11.574, 16.996], [16.462, 10.161, 17.889], [18.231, 12.026, 17.010], [19.386, 11.109, 17.829], [18.610, 13.133, 16.279], [20.190, 13.755, 16.407], [17.639, 13.784, 15.496], [18.154, 15.065, 14.439], [17.509, 12.236, 12.296], [16.339, 12.477, 11.714], [15.511, 11.514, 11.977], [16.282, 10.587, 12.660], [17.492, 11.007, 12.886], [15.856, 9.221, 12.916], [16.588, 8.286, 13.668], [16.107, 7.106, 13.878], [14.981, 6.784, 13.327], [14.325, 7.594, 12.456], [14.720, 8.846, 12.282], [18.271, 12.870, 12.388], [16.171, 13.421, 11.185], [17.610, 8.531, 13.984], [14.525, 5.765, 13.486], [13.523, 7.193, 11.791], [13.882, 13.210, 8.979], [15.271, 11.096, 8.316]], "atomic_forces_ev_per_a": [[-0.12, -0.16, 0.02], [0.61, -0.35, -0.54], [0.36, -0.06, 0.95], [1.21, -1.38, -0.82], [2.06, -1.47, 0.09], [-1.58, 1.32, 0.68], [1.33, -0.15, -0.19], [-0.48, -0.20, 0.05], [0.99, 0.39, -0.37], [0.51, -1.39, -0.55], [-1.40, -0.22, 1.31], [0.27, 1.29, -0.12], [-0.04, 0.45, -1.37], [0.33, 0.05, 1.27], [-0.72, -2.05, 0.89], [0.71, 0.19, 0.54], [0.12, 1.37, -1.93], [0.10, 0.05, 1.12], [-0.40, 0.69, -1.07], [-0.50, -1.92, -1.32], [-0.48, 0.22, 0.25], [-0.19, -0.69, 0.69], [-0.04, 0.64, -0.59], [0.09, -0.31, 0.54], [-0.09, -0.55, -0.15], [-1.15, 0.19, 0.18], [0.97, -0.92, 0.30], [-0.48, -1.41, 0.05], [-0.53, -0.39, 0.85], [0.53, 1.20, -1.22], [-0.33, -0.13, -0.06], [-0.58, 0.42, 0.93], [0.34, -0.43, -0.30], [-1.62, 0.39, 0.90], [0.72, 0.26, -0.64], [0.13, 0.55, -0.22], [-0.84, -0.20, 0.49], [-0.22, 0.05, -0.74], [0.43, 1.08, -0.23], [-0.65, -0.20, -0.55], [-0.09, -0.38, 0.47], [-0.21, -0.28, -0.03], [0.24, 0.46, 0.02], [0.42, 0.41, 1.00], [0.37, 0.05, 0.00], [0.00, 0.35, -0.20], [0.11, 0.30, 0.34], [0.61, 0.25, -0.22], [0.10, 0.78, -0.24], [0.46, 0.94, -0.45], [-0.36, 0.57, 0.39], [-0.01, -0.20, 0.08], [0.17, 0.37, 0.17], [2.11, -0.42, 0.34], [-2.49, 0.32, 0.40], [-0.57, -0.67, -0.32], [-0.07, 0.50, -0.31], [0.22, -0.66, 0.25], [0.49, -0.11, 0.47], [-0.71, 1.05, -0.29], [-0.01, -0.08, -0.19], [-0.29, 0.22, -0.92], [-0.28, -0.20, 0.33], [-0.82, -1.15, 0.07], [0.81, 2.00, 0.11], [-0.31, -1.66, -0.42], [0.23, 0.59, -0.20], [0.37, 0.73, 0.06], [-0.80, -0.47, -0.12], [0.84, 2.06, -0.82], [0.88, -1.15, 1.33], [-1.69, -2.94, -0.06], [-1.42, 0.29, -1.67], [0.84, 0.62, 0.38], [0.77, 0.23, 0.04], [-0.21, -0.58, 0.20], [-0.49, -0.08, 0.19], [0.87, 1.04, 0.07], [0.47, 0.53, 0.88], [-0.34, 0.60, 0.09], [0.37, -0.47, -0.32]], "orbital_gap_ev": 7.206, "relative_energy_kcal_mol": 0.00, "homo_ev": -16.1, "total_energy_ev": -152970.10067, "lumo_ev": -8.88, "total_charge": 3}

{"formula": "Cl4Fe", "method": "ωB97M-V with the def2-TZVPD basis set", "species": ["Fe", "Cl", "Cl", "Cl", "Cl"], "positions_angstrom": [[-0.184, 0.055, 0.283], [1.079, 0.900, -0.793], [-0.561, -1.609, -0.270], [1.302, -0.328, 1.613], [-1.637, 0.982, -0.833]], "atomic_forces_ev_per_a": [[-3.03, 6.12, 6.94], [7.98, 4.99, -6.98], [-2.84, -13.01, -3.95], [2.78, -0.87, 5.20], [-4.89, 2.77, -1.20]], "orbital_gap_ev": [7.512, 8.098], "relative_energy_kcal_mol": 142.69, "homo_ev": [-3.8, -4.7], "total_energy_ev": -84477.75812, "lumo_ev": [3.75, 3.38], "total_charge": -1, "multiplicity": 6}

{"formula": "C4H10NO", "method": "ωB97M-V with the def2-TZVPD basis set", "species": ["C", "C", "C", "C", "N", "H", "H", "H", "H", "H", "H", "H", "H", "H", "H", "O"], "positions_angstrom": [[-0.083, -1.909, -0.058], [-0.319, -0.672, 0.694], [-1.246, -0.687, 1.744], [0.275, 1.639, 0.779], [0.495, 0.441, 0.359], [-0.276, -2.840, 0.470], [-0.794, -1.936, -0.916], [0.893, -1.897, -0.553], [-1.322, 0.079, 2.509], [-1.905, -1.547, 1.820], [0.896, 2.492, 0.519], [-0.500, 1.815, 1.516], [1.262, 0.298, -0.309], [1.382, 1.235, -3.055], [-0.009, 0.550, -3.050], [0.624, 1.027, -2.495]], "atomic_forces_ev_per_a": [[0.42, 0.61, -0.71], [0.56, -1.10, -0.49], [-0.15, 0.38, 0.26], [0.10, 0.32, 0.73], [-0.41, 0.12, 0.30], [-0.03, 0.04, 0.32], [-0.17, 0.14, 0.09], [0.00, -0.18, 0.15], [-0.05, 0.01, 0.01], [0.00, 0.02, 0.03], [0.17, -0.21, -0.42], [-0.28, 0.05, -0.15], [-0.27, -0.09, -0.35], [-0.14, 0.01, -0.18], [0.25, 0.28, -0.16], [-0.01, -0.38, 0.59]], "orbital_gap_ev": [7.808, 5.572], "relative_energy_kcal_mol": 29.68, "homo_ev": [-19.3, -19.3], "total_energy_ev": -7825.85375, "lumo_ev": [-11.50, -13.74], "total_charge": 2, "multiplicity": 2}